Record 1
The following is a DFT calculation (wB97M-V/def2-TZVPD) of a cluster of 2 separate species, C17H35NPS in total in a non-equilibrium geometry.

Results
HOMO   -10.572 eV
Total charge   +1
HOMO-LUMO gap   0.27735 hartree

CARTESIAN COORDINATES (ANGSTROEM)
1 C -0.553 0.075 2.522
2 P 1.885 -1.267 0.824
3 H -1.867 4.342 -0.425
4 C 0.954 -2.223 2.189
5 C 0.072 -1.294 3.213
6 H -2.030 -1.648 -2.379
7 H 2.052 -3.485 -2.421
8 H 1.127 6.508 3.100
9 C -1.256 3.641 0.316
10 H -1.132 -1.151 0.656
11 H -0.799 -1.997 3.630
12 C 0.946 4.747 1.542
13 H -0.674 -2.181 -4.670
14 S 3.733 0.003 -1.990
15 C 2.011 -2.414 -1.900
16 H 3.815 -2.528 -0.341
17 H -2.624 -0.587 1.713
18 H -1.215 0.580 3.378
19 N -2.771 -4.516 -3.758
20 H -0.351 3.217 -0.335
21 C -1.413 -2.811 -4.190
22 H -1.553 -4.617 -5.511
23 C -0.705 4.579 1.547
24 H 0.289 0.855 2.272
25 H -2.334 2.412 2.054
26 H 2.037 -0.874 -3.582
27 H 3.589 -1.975 -3.553
28 C -2.238 2.417 0.886
29 H -1.157 5.670 1.486
30 H 0.986 -0.412 0.051
31 H -1.088 4.139 2.585
32 H 0.872 -2.142 -1.781
33 C -1.584 -0.243 1.284
34 C -1.786 0.988 0.219
35 H 0.732 -1.028 4.164
36 H -2.673 0.656 -0.508
37 H 4.368 -0.442 -0.817
38 C 1.371 5.360 3.013
39 H 1.785 -2.761 2.851
40 H -3.251 -5.404 -3.835
41 C 2.632 -2.592 -0.394
42 H 2.536 5.235 3.221
43 C -2.119 -2.532 -2.996
44 C -2.954 -3.601 -2.754
45 H -3.325 2.677 0.470
46 H -0.836 1.097 -0.495
47 H 0.767 4.793 3.863
48 H 2.284 -3.670 -0.018
49 H 1.427 3.699 1.321
50 C 2.830 -1.381 -2.875
51 H 0.342 -3.095 1.671
52 H -3.659 -3.789 -1.956
53 C -1.837 -4.041 -4.641
54 H 1.301 5.557 0.743
55 H 3.043 -0.547 1.340

Forces on atoms 1 to 3 (eV/Å):
-1.040 -0.129 1.193
0.329 -1.781 -0.511
1.219 -1.660 1.568

Record 2
The following is a DFT calculation (wB97M-V/def2-TZVPD) of a structure of composition C17H36F3N10O3ReS.

Results
HOMO (alpha / beta)   -17.338 / -17.310 eV
Multiplicity   4
Total charge   +3
HOMO-LUMO gap (alpha / beta)   0.29855 / 0.20738 hartree

CARTESIAN COORDINATES (ANGSTROEM)
1 H -2.668 1.035 2.458
2 H 1.563 1.474 0.813
3 H -0.716 1.777 2.976
4 C -0.266 -2.015 -4.082
5 H 1.756 -0.033 3.203
6 H 2.759 -0.992 -3.054
7 O 3.027 -0.737 -0.371
8 F 5.654 -1.631 2.167
9 F 4.596 0.238 1.846
10 O 4.018 -2.983 -0.079
11 H 0.255 0.167 -5.399
12 C -0.639 -1.609 3.224
13 H 0.357 1.544 -2.083
14 C -0.237 0.841 3.259
15 F 5.908 -0.563 0.304
16 H -3.156 -0.031 -0.073
17 C -0.020 0.347 -4.364
18 H -0.511 1.318 -4.297
19 H 1.772 0.560 -1.568
20 C -2.325 2.173 -0.662
21 H -2.905 -1.629 -0.146
22 H -1.159 5.979 -0.409
23 H 2.145 -1.122 -4.712
24 H -4.304 -0.663 1.776
25 N 0.946 -2.051 -3.257
26 C -2.492 -0.010 2.719
27 N -1.373 3.963 0.164
28 C 1.197 0.800 2.784
29 C -3.247 -0.923 1.784
30 H 0.334 -1.494 3.697
31 C 0.873 0.587 -2.180
32 O 2.718 -1.901 1.721
33 N -2.668 -0.793 0.390
34 H 0.005 -2.150 -5.125
35 H 1.509 -1.907 -1.283
36 N -1.201 1.770 0.070
37 H -0.086 5.462 0.902
38 C -2.423 3.520 -0.610
39 C 0.607 -1.890 -1.890
40 H -0.101 -2.673 -1.602
41 C -1.088 5.383 0.496
42 N -1.019 -0.271 2.602
43 N -0.104 -0.511 -1.630
44 Re -0.524 -0.228 0.466
45 H -0.034 -3.570 2.599
46 N -0.949 -0.717 -3.931
47 H -3.178 -1.961 2.092
48 N 0.202 -2.157 1.014
49 H 2.005 -0.055 1.071
50 H -1.527 -3.047 1.846
51 H -1.812 5.739 1.223
52 H -1.353 -1.865 4.007
53 H -2.824 -0.156 3.748
54 S 3.615 -1.761 0.523
55 C -0.552 -2.707 2.185
56 H 0.255 -2.866 0.281
57 C -0.675 2.911 0.562
58 H -3.144 4.192 -1.050
59 H 1.717 1.709 3.082
60 H -0.937 -2.824 -3.790
61 C 5.065 -0.894 1.255
62 H 1.238 -2.030 1.303
63 H 0.210 3.004 1.171
64 H -0.295 0.759 4.346
65 H -2.967 1.501 -1.200
66 N 1.196 0.341 -3.540
67 N 1.244 0.628 1.282
68 C 1.866 -0.971 -3.674
69 H -1.795 0.467 -2.508
70 H -2.014 -1.294 -2.259
71 C -1.325 -0.506 -2.584

Forces on atoms 1 to 3 (eV/Å):
0.021 0.014 -0.012
0.016 -0.019 -0.016
-0.052 0.020 0.020

Record 3
The following is a DFT calculation (wB97M-V/def2-TZVPD) of a structure of composition C17H36N7O5P2SbSe4V in a non-equilibrium geometry.

Results
HOMO (alpha / beta)   -7.006 / -7.005 eV
Multiplicity   4
Total charge   0
HOMO-LUMO gap (alpha / beta)   0.24073 / 0.22420 hartree

CARTESIAN COORDINATES (ANGSTROEM)
1 H -3.221 -0.547 0.628
2 H 1.202 4.544 -0.020
3 H -1.818 -4.415 3.266
4 H 0.670 -1.187 5.423
5 C 0.574 -0.489 4.590
6 H -1.866 4.215 1.867
7 O 1.367 1.588 2.195
8 H 2.455 1.446 5.418
9 H 0.350 -1.120 -2.977
10 N -0.057 3.374 1.156
11 H 1.869 -1.814 -2.438
12 C -2.960 -1.418 1.218
13 H 2.047 1.921 -2.531
14 C 2.776 0.442 5.117
15 Se -4.286 1.980 -3.524
16 H -2.260 3.494 4.293
17 H -0.117 4.909 3.754
18 H -5.973 -3.869 2.031
19 Se -1.561 0.776 -1.075
20 H 3.518 2.578 2.701
21 C 4.549 -0.507 1.728
22 H -6.369 -4.810 3.423
23 C 1.006 -1.224 -2.109
24 H 0.417 3.207 -0.896
25 C -1.599 2.635 4.445
26 O -4.086 -4.716 4.411
27 V -0.141 -0.364 0.499
28 H -1.978 3.467 0.250
29 H -1.399 2.542 5.515
30 H -4.953 -1.872 1.824
31 N 1.907 -0.139 4.104
32 H -0.615 -2.372 -1.240
33 H -1.142 5.021 0.471
34 N 3.647 0.549 2.179
35 H -0.208 -3.002 1.968
36 Sb -1.925 1.926 -3.320
37 C -1.270 -2.787 1.975
38 C -4.461 -4.131 3.416
39 Se -0.494 3.919 -3.389
40 C -3.511 -3.268 2.625
41 H 4.814 2.168 1.576
42 H 5.238 -0.808 2.523
43 H 2.756 -0.200 5.999
44 H 5.130 -0.140 0.880
45 O 1.576 0.513 -0.564
46 C -2.158 -3.575 2.678
47 P 2.102 0.188 2.508
48 P -0.146 2.159 2.219
49 C 1.512 0.145 -1.761
50 H 4.978 1.762 3.293
51 H 0.923 -2.545 -0.385
52 C 0.406 4.000 4.068
53 H 1.386 3.990 3.593
54 C -3.916 -2.174 1.879
55 H -2.104 1.736 4.101
56 H 3.801 0.487 4.760
57 C 0.889 3.499 0.044
58 H 3.975 -1.370 1.401
59 O 1.553 -0.936 1.679
60 H 1.752 2.863 0.211
61 C -1.344 4.051 0.922
62 H -0.001 -0.974 3.803
63 Se -0.328 1.094 -4.988
64 H 0.026 0.395 4.926
65 C 0.276 -1.833 -0.919
66 H 1.572 0.746 -3.680
67 N -0.338 2.796 3.726
68 H 0.548 4.034 5.150
69 O -1.091 1.018 2.035
70 N -5.734 -4.187 2.953
71 N -1.663 -1.725 1.257
72 N 1.908 0.945 -2.744
73 C 4.271 1.831 2.461

Forces on atoms 1 to 3 (eV/Å):
-0.020 0.012 0.037
-0.020 0.008 -0.023
-0.001 0.003 -0.004

Question: What is the total charge in the third record?
Answer: 0

Repeat the first record exactly.
The following is a DFT calculation (wB97M-V/def2-TZVPD) of a cluster of 2 separate species, C17H35NPS in total in a non-equilibrium geometry.

Results
HOMO   -10.572 eV
Total charge   +1
HOMO-LUMO gap   0.27735 hartree

CARTESIAN COORDINATES (ANGSTROEM)
1 C -0.553 0.075 2.522
2 P 1.885 -1.267 0.824
3 H -1.867 4.342 -0.425
4 C 0.954 -2.223 2.189
5 C 0.072 -1.294 3.213
6 H -2.030 -1.648 -2.379
7 H 2.052 -3.485 -2.421
8 H 1.127 6.508 3.100
9 C -1.256 3.641 0.316
10 H -1.132 -1.151 0.656
11 H -0.799 -1.997 3.630
12 C 0.946 4.747 1.542
13 H -0.674 -2.181 -4.670
14 S 3.733 0.003 -1.990
15 C 2.011 -2.414 -1.900
16 H 3.815 -2.528 -0.341
17 H -2.624 -0.587 1.713
18 H -1.215 0.580 3.378
19 N -2.771 -4.516 -3.758
20 H -0.351 3.217 -0.335
21 C -1.413 -2.811 -4.190
22 H -1.553 -4.617 -5.511
23 C -0.705 4.579 1.547
24 H 0.289 0.855 2.272
25 H -2.334 2.412 2.054
26 H 2.037 -0.874 -3.582
27 H 3.589 -1.975 -3.553
28 C -2.238 2.417 0.886
29 H -1.157 5.670 1.486
30 H 0.986 -0.412 0.051
31 H -1.088 4.139 2.585
32 H 0.872 -2.142 -1.781
33 C -1.584 -0.243 1.284
34 C -1.786 0.988 0.219
35 H 0.732 -1.028 4.164
36 H -2.673 0.656 -0.508
37 H 4.368 -0.442 -0.817
38 C 1.371 5.360 3.013
39 H 1.785 -2.761 2.851
40 H -3.251 -5.404 -3.835
41 C 2.632 -2.592 -0.394
42 H 2.536 5.235 3.221
43 C -2.119 -2.532 -2.996
44 C -2.954 -3.601 -2.754
45 H -3.325 2.677 0.470
46 H -0.836 1.097 -0.495
47 H 0.767 4.793 3.863
48 H 2.284 -3.670 -0.018
49 H 1.427 3.699 1.321
50 C 2.830 -1.381 -2.875
51 H 0.342 -3.095 1.671
52 H -3.659 -3.789 -1.956
53 C -1.837 -4.041 -4.641
54 H 1.301 5.557 0.743
55 H 3.043 -0.547 1.340

Forces on atoms 1 to 3 (eV/Å):
-1.040 -0.129 1.193
0.329 -1.781 -0.511
1.219 -1.660 1.568